# 1
# C32H50B2F4MnN6O4PS

C32H50B2F4MnN6O4PS as an isolated structure (the ωB97M-V functional and the def2-TZVPD basis, OMol25).

Computed properties:
- Charge: +1
- Kohn-Sham gap (spin up / spin down): 6.9 / 6.6 eV
- Energy relative to the best compared isomer or geometry (same formula, charge and spin): 0.427 eV
- 2S+1: 6

Geometry (Å):
Mn1 -0.11 0.01 -0.21
C1 1.99 3.19 -1.89
C2 1.01 2.24 -1.30
N1 1.38 1.00 -0.77
O1 2.64 0.62 -0.83
B1 3.04 -0.53 0.09
F1 4.28 -0.92 -0.31
F2 2.98 -0.06 1.41
O2 2.14 -1.75 -0.02
N2 0.86 -1.54 0.29
C3 0.17 -2.43 0.90
C4 0.77 -3.69 1.40
C5 -1.27 -2.09 1.02
N3 -1.58 -0.95 0.52
O3 -2.86 -0.62 0.41
B2 -3.24 0.86 0.39
F3 -4.52 0.91 -0.07
F4 -3.09 1.37 1.67
O4 -2.41 1.72 -0.55
N4 -1.12 1.55 -0.59
C6 -0.33 2.53 -1.21
C7 -0.90 3.82 -1.71
C8 -2.30 -2.98 1.60
H1 3.00 2.77 -1.84
H2 1.97 4.15 -1.36
H3 1.75 3.39 -2.94
H4 1.86 -3.63 1.33
H5 0.44 -4.54 0.80
H6 0.48 -3.87 2.43
H7 -1.96 3.87 -1.48
H8 -0.77 3.91 -2.79
H9 -0.40 4.67 -1.24
H10 -1.91 -3.98 1.79
H11 -3.16 -3.03 0.93
H12 -2.67 -2.55 2.54
C9 -1.05 -3.74 -1.96
C10 -1.61 -2.94 -3.15
C11 -1.61 -3.82 -4.41
C12 -3.04 -2.53 -2.79
P1 -0.61 -1.35 -3.35
N5 -0.40 -0.66 -1.90
C13 1.11 -1.71 -4.06
C14 1.68 -2.92 -3.29
C15 2.05 -0.53 -3.80
C16 1.06 -2.02 -5.56
C17 -1.55 -0.13 -4.46
C18 -0.57 1.02 -4.77
C19 -2.04 -0.76 -5.77
C20 -2.73 0.46 -3.70
H13 -1.81 -4.46 -1.64
H14 -0.83 -3.08 -1.12
H15 -0.15 -4.30 -2.21
H16 -2.32 -4.64 -4.25
H17 -0.63 -4.26 -4.60
H18 -1.93 -3.28 -5.30
H19 -3.58 -3.41 -2.44
H20 -3.58 -2.15 -3.65
H21 -3.07 -1.78 -1.99
H22 1.60 -2.79 -2.21
H23 2.75 -3.00 -3.52
H24 1.21 -3.86 -3.60
H25 2.10 -0.29 -2.74
H26 1.80 0.36 -4.37
H27 3.06 -0.84 -4.11
H28 0.35 -2.81 -5.81
H29 2.05 -2.38 -5.86
H30 0.84 -1.14 -6.15
H31 0.18 0.73 -5.50
H32 -0.08 1.38 -3.86
H33 -1.14 1.85 -5.20
H34 -1.25 -1.27 -6.32
H35 -2.42 0.04 -6.41
H36 -2.86 -1.45 -5.60
H37 -2.47 0.74 -2.69
H38 -3.59 -0.21 -3.65
H39 -3.06 1.36 -4.22
N6 0.34 0.68 1.64
S1 -0.56 0.96 2.95
C21 0.54 0.58 4.30
C22 0.16 -0.46 5.14
C23 0.98 -0.79 6.22
C24 2.15 -0.08 6.44
C25 2.52 0.95 5.58
C26 1.72 1.29 4.51
C27 -0.64 2.74 3.15
C28 -1.37 3.24 4.22
C29 -1.46 4.61 4.38
C30 -0.85 5.47 3.47
C31 -0.13 4.95 2.40
C32 -0.02 3.57 2.24
H40 1.33 0.68 1.87
H41 -0.76 -1.00 4.96
H42 0.69 -1.59 6.89
H43 2.79 -0.34 7.28
H44 3.44 1.50 5.76
H45 2.00 2.10 3.85
H46 -1.86 2.57 4.92
H47 -2.03 5.02 5.21
H48 -0.94 6.54 3.59
H49 0.34 5.61 1.69
H50 0.54 3.15 1.41

These are the Mulliken partial charges, in e, on atoms 1 to 4: -1.528, -1.806, 0.033, 1.085



# 2
# C32H50BF2N7O3SSi2

C32H50BF2N7O3SSi2 as an isolated structure (the ωB97M-V functional and the def2-TZVPD basis, OMol25).

Computed properties:
- Kohn-Sham gap: 8.2 eV
- Energy relative to the best compared isomer or geometry (same formula, charge and spin): 0.000 eV

Geometry (Å):
C1 1.92 0.47 2.90
C2 1.75 -0.08 1.49
F1 1.99 -1.48 1.52
C3 0.36 0.12 0.89
Si1 0.31 1.78 0.00
C4 0.84 3.17 1.15
C5 0.43 4.58 0.77
F2 -0.93 4.65 0.44
O1 -1.16 2.06 -0.71
Si2 -2.64 1.46 -0.36
S1 -3.77 1.74 -2.16
C6 -3.37 2.38 1.09
C7 -3.35 1.56 2.35
C8 -2.70 2.09 3.55
O2 -4.16 1.95 3.42
B1 1.65 1.44 -1.50
N1 1.29 0.84 -2.80
O3 2.96 1.72 -1.28
H1 2.35 -0.30 3.53
H2 0.96 0.77 3.33
H3 2.57 1.35 2.91
H4 2.52 0.30 0.83
H5 -0.39 -0.04 1.67
H6 0.21 -0.65 0.13
H7 1.94 3.14 1.10
H8 0.57 2.98 2.19
H9 1.01 4.96 -0.08
H10 0.58 5.28 1.60
H11 -2.63 0.01 -0.07
H12 -4.37 0.54 -2.19
H13 -4.42 2.61 0.86
H14 -2.82 3.30 1.26
H15 -3.27 0.48 2.23
H16 -2.35 1.43 4.33
H17 -2.50 3.14 3.66
H18 0.74 1.50 -3.35
H19 0.67 0.04 -2.70
H20 3.54 1.33 -1.95
N2 0.59 -5.16 0.92
C9 0.38 -4.22 1.88
C10 -0.72 -4.59 2.60
C11 -1.19 -5.82 2.04
C12 -0.36 -6.14 0.99
H21 1.35 -5.10 0.26
H22 1.03 -3.37 1.98
H23 -1.16 -4.05 3.43
H24 -2.05 -6.39 2.35
H25 -0.37 -6.97 0.31
N3 -4.03 5.34 -2.88
C13 -4.31 6.67 -2.71
C14 -5.34 6.98 -3.56
C15 -5.69 5.79 -4.26
C16 -4.86 4.80 -3.82
H26 -3.31 4.83 -2.38
H27 -3.77 7.27 -2.01
H28 -5.80 7.95 -3.66
H29 -6.46 5.68 -5.01
H30 -4.79 3.76 -4.09
N4 4.40 -2.01 -3.11
C17 5.60 -2.45 -3.58
C18 6.14 -1.46 -4.36
C19 5.22 -0.38 -4.36
C20 4.15 -0.74 -3.58
H31 3.77 -2.56 -2.54
H32 5.97 -3.43 -3.33
H33 7.09 -1.50 -4.87
H34 5.33 0.57 -4.87
H35 3.24 -0.22 -3.33
N5 5.59 -1.07 -0.35
C21 5.23 -1.42 0.92
C22 6.30 -2.04 1.50
C23 7.35 -2.07 0.54
C24 6.88 -1.46 -0.60
H36 5.00 -0.60 -1.02
H37 4.25 -1.20 1.30
H38 6.34 -2.43 2.51
H39 8.33 -2.49 0.66
H40 7.34 -1.28 -1.55
N6 -8.10 1.23 5.12
C25 -6.90 1.00 4.51
C26 -6.47 -0.24 4.90
C27 -7.45 -0.78 5.78
C28 -8.44 0.16 5.90
H41 -8.64 2.07 5.02
H42 -6.45 1.72 3.86
H43 -5.55 -0.72 4.58
H44 -7.43 -1.74 6.27
H45 -9.36 0.15 6.46
N7 2.83 -4.87 -2.16
C29 3.19 -5.19 -3.44
C30 2.71 -4.21 -4.27
C31 2.02 -3.27 -3.45
C32 2.11 -3.70 -2.15
H46 3.06 -5.43 -1.36
H47 3.76 -6.07 -3.66
H48 2.83 -4.17 -5.33
H49 1.53 -2.37 -3.78
H50 1.73 -3.28 -1.24

These are the Mulliken partial charges, in e, on atoms 1 to 4: -1.727, 0.930, -0.244, -0.547



# 3
# C32H50F6O16

A 8-piece molecular cluster, C32H50F6O16 overall (the ωB97M-V functional and the def2-TZVPD basis, OMol25).

Computed properties:
- Charge: -1
- Kohn-Sham gap (spin up / spin down): 1.5 / 6.3 eV
- 2S+1: 2

Geometry (Å):
C1 -19.01 -15.61 -3.92
O1 -17.58 -15.53 -3.92
C2 -16.98 -16.71 -3.45
C3 -15.48 -16.52 -3.13
O2 -15.23 -15.39 -2.24
C4 -13.94 -15.35 -1.67
H1 -19.50 -15.88 -2.98
H2 -19.41 -16.36 -4.61
H3 -19.44 -14.74 -4.42
H4 -17.00 -17.52 -4.18
H5 -17.53 -17.20 -2.64
H6 -14.83 -16.50 -4.01
H7 -15.13 -17.40 -2.59
H8 -13.60 -16.31 -1.28
H9 -14.16 -14.64 -0.87
H10 -13.23 -14.84 -2.32
O3 -18.35 -7.61 -1.23
C5 -18.35 -8.83 -1.03
O4 -17.23 -9.48 -0.46
C6 -17.44 -10.88 -0.30
C7 -18.91 -11.13 -0.61
C8 -19.47 -9.84 -1.25
H11 -17.31 -11.24 0.72
H12 -16.68 -11.42 -0.86
H13 -19.44 -11.26 0.33
H14 -19.02 -12.00 -1.25
H15 -20.38 -9.57 -0.71
H16 -19.77 -10.00 -2.29
O5 -19.63 -11.19 -7.63
C9 -18.96 -12.18 -7.75
O6 -19.55 -13.40 -7.84
C10 -18.61 -14.44 -7.94
C11 -17.23 -13.83 -7.52
C12 -17.47 -12.39 -7.88
H17 -18.63 -14.73 -8.99
H18 -18.79 -15.23 -7.21
H19 -16.44 -14.28 -8.12
H20 -16.98 -13.93 -6.46
H21 -17.18 -12.08 -8.88
H22 -16.97 -11.66 -7.25
O7 -10.51 -15.57 0.01
C13 -10.76 -14.37 -0.24
O8 -11.36 -13.95 -1.42
C14 -11.64 -12.62 -1.41
C15 -10.79 -12.03 -0.29
C16 -10.69 -13.15 0.68
H23 -12.70 -12.67 -1.18
H24 -11.34 -12.08 -2.31
H25 -11.19 -11.11 0.14
H26 -9.81 -11.70 -0.63
H27 -11.65 -13.23 1.18
H28 -9.85 -12.94 1.35
O9 -13.55 -9.85 -1.66
C17 -13.87 -9.17 -0.70
O10 -14.00 -9.80 0.37
C18 -14.68 -9.03 1.41
C19 -14.92 -7.60 0.77
C20 -14.01 -7.66 -0.48
H29 -14.09 -8.89 2.32
H30 -15.64 -9.50 1.59
H31 -14.64 -6.82 1.48
H32 -15.95 -7.43 0.47
H33 -13.05 -7.14 -0.42
H34 -14.47 -7.13 -1.30
O11 -13.46 -5.24 -3.42
C21 -13.07 -6.31 -3.96
O12 -11.88 -6.77 -3.68
C22 -11.67 -8.08 -3.86
C23 -12.73 -8.39 -4.94
C24 -13.78 -7.31 -4.80
H35 -11.76 -8.66 -2.95
H36 -10.72 -8.40 -4.28
H37 -13.11 -9.41 -4.81
H38 -12.37 -8.43 -5.97
H39 -14.56 -7.67 -4.12
H40 -14.36 -7.04 -5.68
C25 -11.10 -12.78 -12.61
C26 -10.02 -12.16 -11.76
O13 -10.01 -12.39 -10.41
C27 -9.78 -13.67 -9.93
O14 -9.77 -14.70 -10.58
C28 -9.79 -13.75 -8.43
F1 -9.97 -12.47 -7.90
F2 -10.72 -14.71 -7.98
F3 -8.56 -14.16 -8.02
H41 -11.15 -12.55 -13.67
H42 -12.00 -12.29 -12.24
H43 -11.20 -13.82 -12.31
H44 -10.10 -11.07 -11.79
H45 -9.00 -12.35 -12.11
C29 -15.66 -12.45 -3.87
C30 -14.20 -12.06 -4.15
O15 -13.80 -12.58 -5.46
C31 -13.96 -11.91 -6.59
O16 -14.39 -10.75 -6.68
C32 -13.59 -12.67 -7.92
F4 -14.69 -12.60 -8.71
F5 -12.60 -12.12 -8.64
F6 -13.34 -13.93 -7.57
H46 -16.30 -12.15 -4.70
H47 -16.04 -11.89 -3.01
H48 -15.78 -13.52 -3.75
H49 -13.43 -12.51 -3.52
H50 -14.16 -10.98 -3.99

These are the Mulliken partial charges, in e, on atoms 1 to 4: -1.018, -0.093, -0.708, -0.666